<i>
# C2H3Br2NO2

A cluster of 2 separate species, C2H3Br2NO2 in total (ωB97M-V with the def2-TZVPD basis set, the Open Molecules 2025 dataset).

Values from the calculation:
Kohn-Sham gap (alpha / beta): 8.66 / 5.61 eV
M: 232.86 g mol⁻¹
HOMO level (alpha / beta): -10.8 / -9.4 eV

Each line ends with the Mulliken charge.
Positions of all 10 atoms, in Å:
Br1 2.95 0.05 -0.93  -0.03
H1 -0.04 1.08 0.29  0.27
C1 0.16 0.06 -0.06  -0.88
H2 -0.78 -0.35 -0.41  0.33
Br2 5.65 -2.17 -0.50  -0.02
H3 0.54 -0.51 0.80  0.34
O1 -0.51 0.02 -2.68  -0.60
O2 1.56 -0.07 -3.36  -0.58
N1 0.70 0.00 -2.49  0.93
C2 1.13 0.06 -1.16  0.25

---

<ii>
# C2H3Br2NO2

An isolated molecule of C2H3Br2NO2 (ωB97M-V with the def2-TZVPD basis set, the Open Molecules 2025 dataset).

Values from the calculation:
SMILES: CC(Br)(Br)[N+](=O)[O-]
Kohn-Sham gap: 8.69 eV
M: 232.86 g mol⁻¹
HOMO level: -10.5 eV

Each line ends with the Mulliken charge.
Positions of all 10 atoms, in Å:
O1 -1.12 -1.39 1.46  -0.53
C1 -0.01 0.44 -1.11  -0.97
Br1 2.06 0.79 1.10  -0.12
O2 -1.04 0.80 1.54  -0.47
C2 0.32 -0.28 0.12  0.10
N1 -0.72 -0.28 1.13  0.91
H1 -0.66 -0.31 -1.59  0.41
H2 -0.70 1.28 -0.83  0.32
H3 0.93 0.95 -1.54  0.32
Br2 0.94 -2.02 -0.29  0.04

---

Of them, <ii> has the highest stability.